[1]
Below is a molecular structure, C5H10N2 in a non-equilibrium geometry, with properties calculated with ωB97M-V with the def2-TZVPD basis set.

Its HOMO energy is -0.31152 Ha. The total energy is -8319.4854 eV. The value obtained for the frontier orbital gap is 9.4 eV. Its energy relative to the best compared isomer or geometry (same formula, charge and spin) is 181.0 kcal per mole. The value obtained for the max |F| is 8.21 eV/Å.

ORCA input file:
```
! RIJCOSX wB97M-V def2-TZVPD def2/J DEFGRID3
* xyz 0 1
C 1.93616 -0.16863 0.29592
C 0.86262 1.06996 -0.23617
C -0.35312 0.65723 0.44864
C -1.90883 -0.88818 0.15406
C -0.38665 -0.67604 -0.18370
H 3.15506 -0.35566 -0.14622
H 2.14677 -0.06360 1.42807
H 1.33181 2.29804 -0.26623
H 0.78279 1.25978 -1.35424
H -0.24630 1.11856 1.70837
H -2.25994 0.97929 -0.73964
H -2.61141 -0.84279 -0.84117
H -2.37292 -1.39476 1.07747
H -0.41279 -0.56706 -1.24271
H 1.12544 -1.91465 -0.49954
N -1.77671 0.72601 0.26126
N 0.98799 -1.23750 0.13583
*
```

Table of Löwdin atomic charges, one value per atom, all in e: -0.173, -0.190, -0.444, -0.056, -0.323, 0.171, 0.095, 0.154, 0.095, 0.229, 0.151, 0.131, 0.111, 0.121, 0.044, -0.058, -0.060

[2]
Below is C5H10N2 in the gas phase in a non-equilibrium geometry, with properties calculated with ωB97M-V with the def2-TZVPD basis set.

Its HOMO energy (alpha / beta) is -0.25148 / -0.25151 Ha. The total energy is -8322.6227 eV. The value obtained for the frontier orbital gap (alpha / beta) is 6.9 / 6.9 eV. Its energy relative to the best compared isomer or geometry (same formula, charge and spin) is 108.6 kcal per mole. The value obtained for the max |F| is 3.35 eV/Å.

ORCA input file:
```
! RIJCOSX wB97M-V def2-TZVPD def2/J DEFGRID3
* xyz 0 1
C 1.11206 -0.38301 -0.03139
C -1.56351 -0.35033 0.56424
C 1.46941 -0.03984 1.39413
C -0.51203 0.37795 -0.25394
C -0.44500 0.05124 -1.65646
N -0.43332 1.71304 -0.47169
N -0.02905 -0.43695 -2.68019
H -1.10706 2.19992 0.11209
H -0.54845 -0.38062 -3.55252
H 1.02752 -1.45023 -0.23490
H 1.77963 0.10245 -0.73927
H -1.50889 -1.43294 0.42832
H -1.40532 -0.10909 1.61492
H -2.55828 -0.01672 0.26382
H 0.86654 -0.58984 2.11671
H 2.51944 -0.28611 1.57196
H 1.33630 1.03108 1.55417
*
```

Table of Löwdin atomic charges, one value per atom, all in e: -0.148, -0.027, -0.130, -0.653, -0.039, -0.007, 0.236, 0.009, 0.113, 0.094, 0.094, 0.086, 0.079, 0.083, 0.065, 0.072, 0.074

[3]
Below is C5H10N2 in the gas phase in a non-equilibrium geometry, with properties calculated with ωB97M-V with the def2-TZVPD basis set.

Its SMILES is CN1[C@H]2CNC[C@@H]21. Its HOMO energy is -0.29473 Ha. The total energy is -8320.8540 eV. The value obtained for the frontier orbital gap is 9.2 eV. Its energy relative to the best compared isomer or geometry (same formula, charge and spin) is 149.4 kcal per mole. The value obtained for the max |F| is 7.49 eV/Å.

ORCA input file:
```
! RIJCOSX wB97M-V def2-TZVPD def2/J DEFGRID3
* xyz 0 1
C 2.37678 0.02925 -0.22698
N 1.19477 -0.69138 0.50011
C 0.06303 0.25150 0.85732
C -0.63480 1.17678 0.13905
N -1.74034 0.30456 -0.29755
C -1.49556 -1.10787 0.01839
C -0.02214 -0.84146 -0.19000
H 3.17070 -0.76263 -0.54973
H 2.96825 0.76599 0.37019
H 2.06853 0.61982 -1.08710
H -0.43812 -0.18289 1.85567
H -1.04506 2.22726 0.43536
H -0.17172 1.50781 -0.80397
H -2.74512 0.49898 -0.10508
H -2.13556 -1.76352 -0.70327
H -1.71704 -1.56443 1.02524
H 0.30338 -0.46779 -1.23765
*
```

Table of Löwdin atomic charges, one value per atom, all in e: -0.066, -0.034, -0.269, -0.264, -0.080, -0.191, -0.289, 0.099, 0.080, 0.052, 0.185, 0.143, 0.108, 0.123, 0.132, 0.111, 0.158

[4]
Below is a molecular structure, C5H10N2 in a non-equilibrium geometry, with properties calculated with ωB97M-V with the def2-TZVPD basis set.

Its HOMO energy (alpha / beta) is -0.29486 / -0.29483 Ha. The total energy is -8322.7347 eV. The value obtained for the frontier orbital gap (alpha / beta) is 8.5 / 8.5 eV. Its energy relative to the best compared isomer or geometry (same formula, charge and spin) is 106.0 kcal per mole. The value obtained for the max |F| is 2.15 eV/Å.

ORCA input file:
```
! RIJCOSX wB97M-V def2-TZVPD def2/J DEFGRID3
* xyz 0 1
C -1.79082 -0.55360 -0.08770
C -0.89675 -0.12002 -1.16565
N -0.81258 1.32768 -1.20626
C 0.13551 -0.99927 -0.62490
C 1.17452 -0.72702 0.41537
C 1.97381 0.54057 0.50683
N 0.97149 0.21621 1.51035
H -1.77288 1.37680 -0.79234
H -1.69556 -0.14029 0.91588
H -2.78311 -0.97131 -0.28847
H -1.24746 -0.53996 -2.11038
H -0.23128 1.60303 -0.41494
H 0.44650 -1.83676 -1.26215
H 1.70982 -1.62710 0.72074
H 2.99844 0.49931 0.87662
H 1.78198 1.31676 -0.23042
H 0.11674 0.74132 1.35548
*
```

Table of Löwdin atomic charges, one value per atom, all in e: 0.045, -0.559, 0.047, 0.004, -0.307, -0.134, 0.023, 0.083, 0.060, 0.069, 0.135, 0.034, 0.113, 0.128, 0.101, 0.097, 0.062

[5]
Below is C5H10N2 in the gas phase in a non-equilibrium geometry, with properties calculated with ωB97M-V with the def2-TZVPD basis set.

Its SMILES is C=NC(=C)CCN. Its HOMO energy is -0.32142 Ha. The total energy is -8323.3519 eV. The value obtained for the frontier orbital gap is 9.1 eV. Its energy relative to the best compared isomer or geometry (same formula, charge and spin) is 91.8 kcal per mole. The value obtained for the max |F| is 4.86 eV/Å.

ORCA input file:
```
! RIJCOSX wB97M-V def2-TZVPD def2/J DEFGRID3
* xyz 0 1
C -0.60870 -2.17994 -1.00238
N -0.06611 -1.03932 -1.13795
C -0.45618 0.18080 -0.52673
C -1.12264 1.04800 -1.29721
C -0.48453 0.42841 1.01572
C 0.96341 0.18215 1.53319
N 1.93990 0.87610 0.58737
H -0.72061 -2.83898 -0.14583
H -0.98732 -2.68437 -1.89766
H -1.87344 1.72062 -0.91514
H -1.10010 0.94601 -2.37579
H -0.71560 1.49017 1.03085
H -1.22814 -0.19983 1.52455
H 1.37943 0.48771 2.47987
H 1.27566 -0.76725 1.05249
H 1.77701 1.86428 0.41837
H 2.02795 0.48545 -0.34373
*
```

Table of Löwdin atomic charges, one value per atom, all in e: -0.035, 0.022, -0.390, 0.055, -0.143, -0.212, -0.052, 0.067, 0.067, 0.063, 0.062, 0.092, 0.105, 0.097, 0.099, 0.056, 0.047

[6]
Below is C5H10N2 in the gas phase in a non-equilibrium geometry, with properties calculated with ωB97M-V with the def2-TZVPD basis set.

Its SMILES is CC(C)(C)C1N=N1. Its HOMO energy is -0.36509 Ha. The total energy is -8325.5669 eV. The value obtained for the frontier orbital gap is 10.7 eV. Its energy relative to the best compared isomer or geometry (same formula, charge and spin) is 40.7 kcal per mole. The value obtained for the max |F| is 1.41 eV/Å.

ORCA input file:
```
! RIJCOSX wB97M-V def2-TZVPD def2/J DEFGRID3
* xyz 0 1
C 0.82471 -1.25563 0.49706
C 0.07989 0.00000 0.03361
C 0.82464 1.25572 0.49693
C -0.05297 -0.00009 -1.49007
C -1.30107 0.00000 0.66333
N -2.41842 0.61033 -0.00853
N -2.41843 -0.61033 -0.00853
H 1.82309 -1.27977 0.06755
H 0.29069 -2.15072 0.18610
H 0.91564 -1.26752 1.58113
H 1.82305 1.27983 0.06747
H 0.29060 2.15075 0.18582
H 0.91551 1.26775 1.58100
H 0.93025 -0.00006 -1.95291
H -0.59713 0.88255 -1.82449
H -0.59704 -0.88281 -1.82440
H -1.33300 0.00000 1.74895
*
```

Table of Löwdin atomic charges, one value per atom, all in e: -0.053, -0.607, -0.053, -0.063, -0.334, 0.119, 0.119, 0.083, 0.085, 0.081, 0.083, 0.085, 0.081, 0.085, 0.080, 0.080, 0.128

[7]
Below is C5H10N2 in the gas phase in a non-equilibrium geometry, with properties calculated with ωB97M-V with the def2-TZVPD basis set.

Its SMILES is C=NC(=C)CCN. Its HOMO energy is -0.31796 Ha. The total energy is -8324.9991 eV. The value obtained for the frontier orbital gap is 9.6 eV. Its energy relative to the best compared isomer or geometry (same formula, charge and spin) is 53.8 kcal per mole. The value obtained for the max |F| is 2.83 eV/Å.

ORCA input file:
```
! RIJCOSX wB97M-V def2-TZVPD def2/J DEFGRID3
* xyz 0 1
C -0.98307 0.09298 -2.36568
N -0.73979 0.90416 -1.43536
C -0.45955 0.63741 -0.09861
C -1.37849 0.73512 0.86729
C 0.97469 0.49976 0.29418
C 1.50120 -0.98405 0.53746
N 0.81522 -1.44888 1.77454
H -0.99020 -0.98004 -2.45539
H -1.30428 0.63843 -3.28200
H -1.20565 1.12139 1.86400
H -2.43741 0.85233 0.66736
H 1.11611 0.93242 1.30047
H 1.61464 0.97499 -0.44732
H 2.57921 -1.00603 0.78134
H 1.23490 -1.56663 -0.35464
H 1.11517 -0.88579 2.54897
H -0.15444 -1.63592 1.58537
*
```

Table of Löwdin atomic charges, one value per atom, all in e: -0.019, 0.040, -0.408, 0.026, -0.166, -0.232, -0.024, 0.072, 0.079, 0.060, 0.052, 0.105, 0.102, 0.106, 0.100, 0.057, 0.049

[8]
Below is a molecular structure, C5H10N2 in a non-equilibrium geometry, with properties calculated with ωB97M-V with the def2-TZVPD basis set.

Its HOMO energy is -0.33038 Ha. The total energy is -8326.6422 eV. The value obtained for the frontier orbital gap is 9.8 eV. Its energy relative to the best compared isomer or geometry (same formula, charge and spin) is 15.9 kcal per mole. The value obtained for the max |F| is 2.71 eV/Å.

ORCA input file:
```
! RIJCOSX wB97M-V def2-TZVPD def2/J DEFGRID3
* xyz 0 1
C 1.24883 0.20305 0.94455
C -0.08360 1.43322 -0.82213
C -0.49146 -1.07081 -0.43160
C -0.04625 0.25314 0.14283
N 0.14352 -1.81073 -1.34979
C -1.32993 0.09320 0.97245
N -1.56087 -1.17873 0.25873
H -0.18841 -2.76848 -1.40069
H 1.15116 -1.72490 -1.39863
H 0.76049 1.39865 -1.51903
H -1.00458 1.44211 -1.41595
H 1.26890 -0.65414 1.62670
H 2.11549 0.11660 0.27976
H 1.37311 1.11066 1.54455
H -0.03241 2.38192 -0.27634
H -2.12392 0.82568 0.79466
H -1.20008 -0.05044 2.04992
*
```

Table of Löwdin atomic charges, one value per atom, all in e: -0.046, -0.044, -0.448, -0.495, 0.161, -0.155, 0.100, 0.107, 0.104, 0.079, 0.089, 0.088, 0.076, 0.085, 0.084, 0.108, 0.109